No. 1
DFT (the ωB97M-V functional and the def2-TZVPD basis) results for C44H39F9GeO5P2Re as an isolated structure.

```
101
Properties=species:S:1:pos:R:3:forces:R:3:lowdin_charge:R:1
Re -0.69910 0.66991 -0.17478 0.301 0.384 0.162 1.52
O 0.80173 1.43098 0.68393 -0.211 -0.285 0.303 -0.50
P 1.23862 2.43187 1.89694 0.011 -0.086 -0.189 0.98
C -0.23967 3.32459 2.32828 0.110 -0.013 0.146 -0.30
C -0.30248 3.90395 3.59823 -0.032 -0.143 -0.005 -0.04
C -1.44019 4.59463 3.97954 -0.037 0.042 0.031 -0.02
C -2.51870 4.70149 3.11128 -0.020 -0.003 -0.018 -0.01
C -2.45927 4.13680 1.84335 0.024 0.000 0.034 -0.04
C -1.31591 3.45916 1.45028 -0.004 0.060 -0.134 -0.11
C 1.80156 1.36153 3.18484 0.097 0.190 0.045 -0.30
C 1.33168 0.05454 3.32167 -0.055 -0.080 -0.066 -0.06
C 1.73578 -0.70465 4.40436 0.033 -0.037 0.026 -0.03
C 2.59378 -0.16252 5.35478 -0.012 -0.001 -0.013 -0.01
C 3.06111 1.13828 5.22250 0.010 -0.019 0.016 -0.03
C 2.67408 1.90368 4.13594 0.003 0.033 0.006 -0.07
C 2.51766 3.48474 1.29351 -0.073 -0.001 -0.023 -0.30
C 2.20693 4.78747 0.88977 -0.075 0.028 0.044 -0.05
C 3.21359 5.61528 0.42292 0.006 0.011 -0.020 -0.04
C 4.52031 5.14772 0.36056 0.012 0.017 -0.002 -0.02
C 4.83160 3.85000 0.75479 -0.009 -0.026 -0.006 -0.04
C 3.83498 3.01366 1.22349 0.033 -0.096 -0.043 -0.07
H 0.51825 3.80083 4.29736 0.012 -0.010 -0.008 0.12
H -1.49044 5.04377 4.96198 0.003 -0.003 0.003 0.13
H -3.40675 5.23513 3.42206 -0.005 0.001 -0.009 0.13
H -3.28966 4.24152 1.15921 -0.005 0.009 -0.006 0.12
H -1.25404 3.13771 0.41184 0.053 -0.016 -0.060 0.07
H 0.67635 -0.39962 2.58630 -0.041 0.029 0.000 0.08
H 1.38741 -1.72417 4.50169 -0.018 0.003 -0.006 0.11
H 2.90496 -0.76098 6.20047 0.001 0.001 0.003 0.13
H 3.73281 1.55494 5.96037 0.003 -0.005 0.000 0.13
H 3.05601 2.91227 4.03037 -0.010 0.001 -0.006 0.12
H 1.19233 5.15957 0.96885 0.009 0.006 0.006 0.11
H 2.98689 6.63044 0.12709 -0.009 0.000 0.009 0.12
H 5.30762 5.80474 0.01498 0.001 -0.003 -0.007 0.13
H 5.85384 3.49999 0.71040 0.002 -0.001 0.007 0.13
H 4.07918 2.00734 1.54312 0.001 0.012 0.031 0.12
C -0.17101 3.99997 -3.17590 -0.009 -0.001 -0.006 0.02
O -0.20847 2.97932 -2.10356 0.031 -0.319 -0.080 -0.28
P -0.01360 1.45819 -2.36944 -0.008 0.239 -0.010 0.57
O -0.95471 1.01484 -3.50034 0.054 0.046 0.140 -0.23
C -0.79703 -0.16012 -4.37815 0.016 -0.016 0.052 0.03
O 1.42627 1.10054 -2.81397 -0.275 -0.178 0.111 -0.23
C 2.68289 1.29157 -2.08889 -0.032 0.077 -0.065 -0.01
H 0.20190 4.90140 -2.70384 -0.018 0.004 -0.010 0.10
H -1.18594 4.12885 -3.53758 0.012 0.010 -0.012 0.11
H 0.49557 3.67418 -3.97101 -0.004 0.019 -0.001 0.10
H -1.64717 -0.11647 -5.04898 0.010 -0.028 0.003 0.12
H -0.82618 -1.06128 -3.76784 -0.017 0.048 -0.058 0.07
H 0.14159 -0.06427 -4.91471 -0.011 -0.017 -0.019 0.11
H 3.41080 0.68613 -2.61856 0.009 0.064 0.001 0.10
H 2.57171 0.94310 -1.06563 0.015 -0.001 0.027 0.07
H 2.94304 2.34641 -2.12973 0.035 -0.022 0.046 0.11
F -5.39983 1.93677 -1.81041 0.026 -0.073 0.002 0.23
C -4.17996 1.46576 -1.97096 -0.125 0.081 -0.063 -0.54
F -3.31370 2.49249 -1.94576 -0.054 -0.050 0.062 0.16
F -4.09656 0.89279 -3.16339 0.070 -0.009 -0.014 0.20
C -3.81089 0.44341 -0.81926 0.087 -0.024 0.263 -0.15
O -2.51346 0.75715 -0.38027 0.323 0.157 -0.292 -0.25
C -3.81390 -1.02508 -1.30890 -0.133 -0.025 -0.220 -0.56
F -3.50278 -1.83199 -0.29658 -0.116 0.219 0.112 0.17
F -2.86685 -1.17109 -2.24982 -0.090 0.122 0.105 0.15
F -4.98335 -1.36431 -1.80677 0.006 0.019 0.006 0.24
C -4.71267 0.66882 0.43796 -0.030 -0.019 0.007 -0.57
F -4.19716 0.00011 1.47215 -0.003 0.023 -0.024 0.19
F -5.94535 0.26786 0.22300 0.026 -0.004 0.010 0.24
F -4.69340 1.96779 0.74571 -0.006 -0.041 -0.010 0.19
C -0.19075 -0.93031 -0.51380 -0.240 -0.038 -0.536 -0.21
Ge -0.01746 -2.99607 -0.74990 0.176 -0.580 0.084 1.00
C 1.64874 -3.37385 -1.65343 -0.037 -0.024 0.108 -0.30
C 2.48202 -2.44878 -2.27323 -0.088 0.050 -0.033 -0.12
C 3.63169 -2.86019 -2.93176 0.029 -0.052 0.013 -0.07
C 3.96305 -4.20786 -2.96457 -0.018 0.036 -0.014 -0.05
C 3.13616 -5.14141 -2.35521 0.045 -0.029 0.000 -0.04
C 1.98099 -4.73146 -1.70792 -0.062 0.080 -0.022 -0.10
C -0.08405 -3.38157 1.14982 -0.045 0.161 -0.014 -0.30
C -1.19860 -2.98214 1.89324 -0.125 -0.022 -0.044 -0.14
C -1.34042 -3.37296 3.21636 0.029 0.005 0.058 -0.06
C -0.36063 -4.16084 3.81050 -0.032 0.052 0.038 -0.06
C 0.76423 -4.53582 3.08999 0.007 0.026 0.024 -0.06
C 0.90653 -4.14332 1.76557 0.089 -0.033 -0.102 -0.08
C -1.50408 -3.72009 -1.75026 0.015 0.192 0.031 -0.31
C -1.44113 -3.73198 -3.14372 0.224 -0.007 -0.067 -0.13
C -2.46503 -4.28805 -3.89169 -0.051 -0.004 -0.018 -0.05
C -3.56398 -4.84387 -3.24838 -0.001 0.002 -0.035 -0.04
C -3.62913 -4.85300 -1.86233 -0.030 -0.002 -0.011 -0.05
C -2.60673 -4.28767 -1.11596 0.124 -0.189 0.133 -0.11
H 2.21611 -1.39952 -2.27529 -0.002 0.116 0.050 0.06
H 4.26997 -2.13824 -3.42522 -0.007 0.001 0.003 0.11
H 4.85750 -4.53362 -3.47791 0.006 0.006 0.008 0.12
H 3.38832 -6.19261 -2.38987 -0.004 -0.004 -0.007 0.12
H 1.33200 -5.48064 -1.26585 0.011 0.000 0.023 0.12
H -1.99847 -2.41191 1.42652 0.064 -0.011 0.054 0.08
H -2.22467 -3.09271 3.77438 0.019 0.014 0.002 0.12
H -0.47997 -4.49139 4.83428 -0.008 0.008 -0.008 0.12
H 1.52550 -5.14769 3.55526 0.003 -0.015 -0.013 0.12
H 1.78223 -4.45854 1.21005 0.003 0.012 -0.002 0.10
H -0.56264 -3.34353 -3.65176 0.000 -0.040 -0.001 0.10
H -2.40310 -4.30911 -4.97145 0.015 0.000 -0.007 0.12
H -4.36039 -5.28972 -3.82929 0.000 0.000 0.001 0.12
H -4.47397 -5.30913 -1.36401 0.004 -0.008 0.014 0.12
H -2.66248 -4.31982 -0.03401 -0.007 0.001 -0.026 0.10
```
Forces are in eV/Å.

Values from the calculation:
Net charge = +3
Frontier orbital gap = 4.757 eV
Relative energy (zero: lowest compared OMol25 entry of this formula, charge and spin) = 0.0000 eV
HOMO level = -15.8 eV


No. 2
DFT (the ωB97M-V functional and the def2-TZVPD basis) results for a 2-piece molecular cluster, C15H35Br2N4O4P overall at a distorted geometry.

```
61
Properties=species:S:1:pos:R:3:forces:R:3:lowdin_charge:R:1
C -0.05856 3.66711 1.87531 -0.028 0.088 -0.519 -0.18
C -0.78593 2.78681 0.84185 0.592 0.116 0.521 -0.30
P -0.80538 0.94764 1.40775 -0.734 1.341 1.101 0.56
C 1.02304 0.59765 1.01666 0.103 0.438 -0.302 -0.23
C 1.69353 1.10879 -0.25742 0.932 -0.027 -0.533 -0.67
N 0.94883 0.85328 -1.48745 0.086 -0.148 -0.062 0.07
N 2.95061 0.29918 -0.38039 0.336 -0.439 -0.262 0.03
N 2.17649 2.50704 -0.15671 -0.081 -0.238 0.112 0.08
C -0.97294 -0.85459 2.20859 0.076 -0.554 -0.825 -0.68
Br -1.45283 -0.84232 4.09059 0.141 0.037 -0.423 0.70
C -0.81062 -2.08034 1.69701 -0.285 0.008 1.191 -0.80
C -0.99033 -3.37807 2.46869 0.642 -0.037 -0.916 -0.21
Br -0.21350 -2.34731 -0.11283 -0.042 -0.055 0.048 0.73
O -1.42817 0.46038 -0.11489 -0.105 -0.395 0.330 -0.34
C -2.76535 0.04281 -0.07541 -0.037 -0.641 0.502 -0.22
C -3.47217 0.81234 1.06413 0.603 1.394 -0.647 -0.40
C -4.61051 0.10831 1.77930 -0.561 0.415 0.307 -0.13
C -6.01300 0.16599 1.11019 0.544 -0.381 -0.554 -0.16
C -6.09081 0.70685 -0.31937 -0.900 -0.043 0.239 -0.27
O -6.10099 2.13124 -0.39354 0.251 0.021 -0.147 -0.08
O -2.47598 1.19354 1.97980 0.162 -0.960 -0.210 -0.34
H 0.00745 4.70590 1.52682 -0.044 -0.021 0.086 0.06
H 0.96566 3.33576 2.04653 -0.038 -0.080 0.103 0.04
H -0.61256 3.65830 2.81406 0.068 -0.019 0.055 0.06
H -1.80346 3.17484 0.79892 -0.167 -0.336 -0.218 0.07
H -0.35932 2.92232 -0.15954 -0.001 -0.011 0.106 0.04
H -0.42806 1.34984 2.73382 -0.040 -0.053 -0.159 0.01
H 1.55947 1.08948 1.82968 -0.046 0.082 0.000 0.08
H 1.28859 -0.45610 1.12239 -0.360 0.030 -0.123 0.03
H 0.13007 1.44140 -1.58927 -0.216 -0.271 0.258 0.06
H 1.56446 1.02600 -2.27482 -0.014 0.252 -0.032 0.06
H 2.60107 -0.63974 -0.58045 -0.074 -0.025 0.183 0.03
H 3.42881 0.59363 -1.23612 -0.192 0.207 -0.069 0.03
H 1.65372 3.10551 -0.77985 -0.034 0.061 0.065 0.06
H 3.15580 2.56286 -0.40147 0.032 0.040 0.023 0.05
H -1.95106 -3.41470 2.97291 0.000 0.005 0.092 0.05
H -0.17365 -3.47376 3.18765 -0.192 0.020 0.227 0.07
H -0.88786 -4.21876 1.77960 -0.224 -0.021 0.100 0.04
H -3.17426 0.17320 -1.07869 -0.248 0.270 0.115 0.11
H -2.87074 -1.03001 0.16469 0.332 -0.046 -0.142 0.09
H -3.79620 1.76869 0.61629 -0.546 -0.234 0.004 0.13
H -4.68910 0.60876 2.74756 0.111 -0.042 0.009 0.11
H -4.35177 -0.92617 2.02040 0.167 0.007 -0.188 0.11
H -6.72858 0.74807 1.69841 0.057 -0.036 0.117 0.11
H -6.40552 -0.85405 1.06799 -0.120 0.067 0.064 0.10
H -7.05447 0.37695 -0.73132 0.105 -0.080 -0.056 0.11
H -5.31927 0.30525 -0.97524 0.194 0.131 0.107 0.10
H -6.13930 2.48188 0.49908 0.073 -0.001 0.041 0.07
C 5.10682 -2.67734 -4.51284 0.362 -0.300 0.389 0.04
C 5.03189 -1.49165 -3.61433 -0.475 0.636 -0.913 -0.38
O 4.71301 -0.39384 -3.93045 0.251 -0.245 0.186 0.19
N 5.29912 -1.64431 -2.12576 -0.439 0.161 0.402 0.09
C 6.13891 -2.76513 -1.61783 0.042 0.091 0.097 0.01
H 5.53394 -2.35780 -5.45997 -0.129 0.081 -0.039 0.11
H 5.71508 -3.48272 -4.10640 -0.073 -0.022 -0.023 0.08
H 4.09378 -3.04704 -4.68120 -0.021 0.029 -0.013 0.12
H 4.36226 -1.65802 -1.69122 0.066 -0.107 0.107 0.17
H 5.64761 -0.71804 -1.85186 0.159 -0.121 0.112 0.18
H 5.62773 -3.70392 -1.80469 0.011 0.000 -0.011 0.11
H 6.27138 -2.62599 -0.54835 -0.019 -0.012 0.003 0.11
H 7.10314 -2.73590 -2.11700 -0.010 -0.027 -0.018 0.11
```
Forces are in eV/Å.

Values from the calculation:
Net charge = 0
Frontier orbital gap = 4.553 eV
HOMO level = -6.6 eV